# 1
The following is a DFT calculation (wB97M-V/def2-TZVPD) of a cluster of 21 separate species, C69H158N21O21 in total in a non-equilibrium geometry.

Each line ends with the Mulliken charge.
Geometry (Å):
1 C 1.234 0.376 2.179  -0.374
2 C -0.334 0.466 1.763  2.406
3 C -0.595 1.876 1.136  0.972
4 C -0.221 2.091 -0.277  0.211
5 C -0.938 1.041 -1.070  0.223
6 C -0.524 -0.381 -0.699  2.220
7 N -0.739 -0.555 0.782  1.129
8 O -0.953 -1.927 1.326  0.503
9 C 0.960 -0.681 -1.020  0.005
10 C -1.568 -1.320 -1.467  -0.013
11 C -1.149 0.435 3.076  -0.220
12 H 1.458 0.716 3.190  0.226
13 H 1.901 0.941 1.528  -0.938
14 H 1.497 -0.681 2.129  0.071
15 H 0.000 2.667 1.594  -0.235
16 H -1.629 2.180 1.303  -0.703
17 H 0.832 2.052 -0.556  -0.569
18 H -0.528 3.095 -0.567  -0.260
19 H -0.684 1.234 -2.112  -0.057
20 H -2.025 1.125 -1.048  -0.603
21 H 1.670 -0.205 -0.343  -0.638
22 H 1.202 -0.441 -2.056  -0.157
23 H 1.135 -1.752 -0.918  -0.316
24 H -1.676 -1.186 -2.543  -0.535
25 H -2.592 -1.380 -1.096  -0.391
26 H -1.143 -2.323 -1.461  -0.339
27 H -1.232 -0.572 3.486  -0.704
28 H -2.171 0.725 2.831  -0.380
29 H -0.664 1.018 3.858  -0.288
30 C 1.930 -7.025 -4.844  -1.184
31 C 0.597 -6.406 -4.632  0.987
32 O -0.150 -6.146 -5.582  -0.696
33 N 0.262 -6.182 -3.367  0.037
34 C -0.994 -5.562 -2.964  -0.991
35 H 1.956 -7.977 -4.314  0.372
36 H 2.665 -6.344 -4.414  0.224
37 H 2.201 -7.303 -5.862  0.321
38 H 0.927 -6.435 -2.650  -0.012
39 H -1.580 -6.350 -2.492  0.589
40 H -1.611 -5.149 -3.762  0.248
41 H -0.769 -4.798 -2.221  0.101
42 C -3.774 4.051 -1.552  -0.051
43 C -5.072 3.293 -1.117  0.182
44 O -5.120 2.729 -0.025  -0.535
45 N -6.140 3.339 -1.939  -0.175
46 C -7.365 2.532 -1.808  -0.899
47 H -3.673 5.043 -1.112  0.443
48 H -3.780 4.002 -2.641  0.375
49 H -2.960 3.413 -1.208  -0.548
50 H -6.154 4.014 -2.690  0.272
51 H -7.111 1.722 -1.124  0.279
52 H -7.663 2.060 -2.744  0.305
53 H -8.183 3.164 -1.461  0.327
54 C -2.296 -2.686 -5.717  0.292
55 C -1.790 -1.726 -6.737  0.363
56 O -0.663 -1.926 -7.161  -0.821
57 N -2.574 -0.766 -7.177  -0.160
58 C -2.153 0.185 -8.224  -0.866
59 H -3.183 -2.322 -5.198  0.053
60 H -1.525 -2.879 -4.971  -0.494
61 H -2.475 -3.670 -6.151  0.421
62 H -3.447 -0.529 -6.728  0.252
63 H -1.155 -0.024 -8.609  0.330
64 H -2.146 1.150 -7.717  0.206
65 H -2.843 0.253 -9.065  0.292
66 C -0.810 -6.368 6.461  -1.222
67 C -0.801 -4.964 5.899  0.551
68 O -1.805 -4.255 6.075  -0.625
69 N 0.229 -4.599 5.120  0.286
70 C 0.305 -3.326 4.398  0.306
71 H 0.174 -6.824 6.356  0.339
72 H -1.602 -6.889 5.923  0.277
73 H -1.106 -6.355 7.510  0.355
74 H 1.010 -5.239 5.145  0.277
75 H 1.288 -3.086 3.994  -0.494
76 H -0.001 -2.504 5.045  0.187
77 H -0.293 -3.384 3.489  -0.335
78 C 7.573 -1.684 -1.454  -0.857
79 C 6.839 -2.908 -0.943  0.724
80 O 7.328 -3.724 -0.150  -0.676
81 N 5.564 -3.175 -1.283  0.362
82 C 4.688 -2.511 -2.240  -0.851
83 H 7.944 -1.829 -2.468  0.280
84 H 8.389 -1.571 -0.740  0.375
85 H 6.959 -0.786 -1.394  0.037
86 H 5.284 -4.103 -0.996  0.068
87 H 3.981 -1.876 -1.706  -0.237
88 H 3.969 -3.202 -2.678  0.171
89 H 5.178 -1.990 -3.063  0.657
90 C -4.542 2.225 3.872  0.858
91 C -4.782 2.732 5.258  0.088
92 O -5.965 2.975 5.666  -0.736
93 N -3.750 2.779 6.145  -0.043
94 C -2.333 2.860 5.790  0.267
95 H -5.259 2.675 3.185  0.163
96 H -4.601 1.137 3.851  -0.010
97 H -3.555 2.414 3.451  -0.677
98 H -4.065 3.048 7.066  0.258
99 H -1.861 1.877 5.814  0.023
100 H -1.691 3.383 6.498  0.370
101 H -2.353 3.428 4.861  -0.573
102 C 0.795 3.478 4.568  2.785
103 C 1.361 3.851 5.882  -0.004
104 O 0.936 3.453 6.952  -0.670
105 N 2.584 4.421 5.790  -0.034
106 C 3.436 4.903 6.858  -1.085
107 H 0.762 2.392 4.480  -0.917
108 H 1.457 3.683 3.726  -0.614
109 H -0.231 3.844 4.521  -0.730
110 H 2.977 4.619 4.881  0.186
111 H 2.938 5.780 7.271  0.324
112 H 4.424 5.100 6.441  0.311
113 H 3.472 4.138 7.634  0.323
114 C -2.956 7.689 4.324  -1.251
115 C -2.478 6.379 3.765  0.601
116 O -1.807 5.627 4.500  -0.613
117 N -2.746 6.129 2.481  -0.044
118 C -2.213 4.902 1.780  0.672
119 H -3.564 8.188 3.569  0.354
120 H -2.121 8.364 4.514  0.272
121 H -3.476 7.693 5.282  0.313
122 H -3.468 6.627 1.980  0.266
123 H -1.612 4.389 2.530  -0.518
124 H -1.583 5.331 1.000  0.078
125 H -2.938 4.249 1.294  -0.258
126 C 5.828 -2.146 4.999  -0.976
127 C 5.429 -2.890 3.723  0.842
128 O 6.226 -3.692 3.180  -0.685
129 N 4.201 -2.690 3.344  0.303
130 C 3.571 -3.159 2.118  -0.750
131 H 5.514 -2.690 5.890  0.236
132 H 5.167 -1.279 5.027  0.215
133 H 6.873 -1.850 5.090  0.359
134 H 3.571 -2.211 3.971  -0.048
135 H 3.704 -2.444 1.306  0.031
136 H 2.513 -3.376 2.262  -0.004
137 H 4.012 -4.061 1.694  0.559
138 C -4.246 3.390 -6.834  -1.517
139 C -3.213 2.922 -5.818  0.520
140 O -2.159 3.584 -5.671  -0.554
141 N -3.519 1.907 -5.083  0.442
142 C -2.786 1.395 -3.958  0.171
143 H -5.234 3.454 -6.377  0.394
144 H -4.253 2.785 -7.741  0.285
145 H -3.937 4.405 -7.082  0.404
146 H -4.394 1.493 -5.371  0.349
147 H -2.095 2.131 -3.547  -0.724
148 H -2.118 0.597 -4.279  0.395
149 H -3.456 1.119 -3.143  -0.020
150 C 0.985 1.944 -5.084  1.153
151 C 1.732 3.100 -5.735  0.664
152 O 1.641 3.263 -6.965  -0.773
153 N 2.454 3.934 -4.986  0.194
154 C 3.240 5.083 -5.455  -1.072
155 H -0.094 2.089 -5.145  -0.495
156 H 1.107 1.984 -4.002  -0.852
157 H 1.344 0.987 -5.463  0.164
158 H 2.658 3.629 -4.045  -0.062
159 H 4.302 4.879 -5.317  0.338
160 H 2.992 5.928 -4.812  0.317
161 H 3.200 5.358 -6.509  0.341
162 C 4.699 4.874 -1.469  -1.516
163 C 4.018 3.542 -1.561  0.805
164 O 2.912 3.514 -2.002  -0.414
165 N 4.700 2.497 -1.146  0.130
166 C 4.293 1.110 -1.305  -0.553
167 H 4.452 5.341 -0.515  -0.059
168 H 4.318 5.693 -2.080  0.277
169 H 5.767 4.880 -1.688  0.523
170 H 5.609 2.714 -0.764  0.319
171 H 5.022 0.523 -1.864  0.299
172 H 3.398 1.142 -1.926  -0.166
173 H 4.023 0.660 -0.349  0.219
174 C -3.412 -2.782 3.698  -0.490
175 C -4.319 -1.865 2.961  0.403
176 O -5.504 -1.818 3.333  -0.739
177 N -3.774 -1.255 1.933  2.495
178 C -4.450 -0.266 1.152  -1.266
179 H -3.640 -2.690 4.760  0.465
180 H -2.355 -2.581 3.527  -0.268
181 H -3.738 -3.783 3.413  0.224
182 H -2.845 -1.502 1.624  -1.676
183 H -3.873 0.520 0.665  -0.136
184 H -5.173 0.314 1.725  0.384
185 H -5.043 -0.877 0.471  0.632
186 C -5.267 -1.048 -2.822  0.451
187 C -6.630 -1.673 -2.563  0.276
188 O -7.445 -0.910 -2.154  -0.649
189 N -6.861 -2.936 -2.714  -0.149
190 C -8.052 -3.725 -2.395  -0.975
191 H -5.059 -0.203 -2.165  -0.300
192 H -5.224 -0.775 -3.876  0.525
193 H -4.416 -1.728 -2.796  -0.437
194 H -6.022 -3.421 -2.996  0.231
195 H -8.566 -3.451 -1.474  0.322
196 H -7.806 -4.787 -2.382  0.360
197 H -8.733 -3.529 -3.222  0.329
198 C 4.019 3.127 2.079  -0.246
199 C 4.284 4.565 2.361  0.624
200 O 3.371 5.259 2.816  -0.796
201 N 5.552 4.907 2.364  -0.235
202 C 6.028 6.253 2.702  -1.010
203 H 4.884 2.710 1.565  0.427
204 H 3.034 3.052 1.618  -0.535
205 H 3.834 2.623 3.028  0.530
206 H 6.216 4.248 1.983  0.244
207 H 5.280 6.840 3.235  0.321
208 H 6.523 6.696 1.838  0.333
209 H 6.885 6.083 3.354  0.383
210 C -1.377 -5.654 2.079  -0.261
211 C -2.450 -5.545 0.997  0.908
212 O -3.180 -6.482 0.698  -0.747
213 N -2.590 -4.354 0.458  0.913
214 C -3.675 -3.969 -0.441  -1.018
215 H -0.629 -4.861 2.059  -0.456
216 H -0.958 -6.652 1.952  0.418
217 H -1.799 -5.619 3.084  0.127
218 H -1.857 -3.673 0.597  -0.945
219 H -3.368 -3.741 -1.461  0.191
220 H -4.255 -3.138 -0.039  0.105
221 H -4.446 -4.735 -0.520  0.647
222 C 3.452 -7.909 -0.381  -1.384
223 C 3.224 -6.457 -0.802  0.593
224 O 4.096 -5.825 -1.301  -0.654
225 N 2.012 -6.013 -0.514  0.066
226 C 1.579 -4.590 -0.722  0.441
227 H 4.527 -7.965 -0.211  0.404
228 H 3.123 -8.598 -1.158  0.279
229 H 2.926 -8.174 0.536  0.381
230 H 1.322 -6.653 -0.145  0.293
231 H 2.168 -3.769 -0.313  -0.044
232 H 0.635 -4.393 -0.214  0.017
233 H 1.414 -4.323 -1.765  -0.481
234 C 3.193 -1.670 -7.651  -1.212
235 C 2.983 -1.907 -6.139  0.612
236 O 3.925 -1.772 -5.344  -0.598
237 N 1.746 -2.245 -5.804  0.352
238 C 1.384 -2.532 -4.417  1.008
239 H 2.627 -2.402 -8.228  0.345
240 H 4.269 -1.688 -7.821  0.352
241 H 2.771 -0.732 -8.010  0.274
242 H 1.012 -2.170 -6.493  0.338
243 H 0.610 -3.299 -4.383  -0.464
244 H 1.035 -1.704 -3.801  -0.028
245 H 2.210 -2.920 -3.821  -0.748
246 C -0.454 4.716 -3.074  -0.155
247 C -0.224 5.601 -1.817  0.488
248 O -1.043 6.470 -1.582  -0.740
249 N 0.914 5.415 -1.158  0.720
250 C 1.214 5.995 0.170  -0.352
251 H -0.143 3.672 -3.050  -0.442
252 H 0.109 5.115 -3.918  0.704
253 H -1.512 4.666 -3.331  0.058
254 H 1.383 4.603 -1.532  -0.475
255 H 2.280 5.797 0.283  -0.098
256 H 0.725 5.495 1.006  0.035
257 H 1.016 7.064 0.246  0.376
258 C 2.859 -3.040 7.129  -1.391
259 C 2.125 -1.810 6.705  0.742
260 O 2.440 -1.284 5.655  -0.385
261 N 1.205 -1.289 7.549  -0.125
262 C 0.487 -0.027 7.317  -0.465
263 H 3.328 -2.770 8.076  0.489
264 H 3.624 -3.275 6.389  0.071
265 H 2.216 -3.899 7.324  0.313
266 H 1.075 -1.808 8.405  0.219
267 H -0.526 -0.056 7.718  0.414
268 H 0.346 0.041 6.238  -0.320
269 H 1.030 0.794 7.785  0.453

Forces on atoms 1 to 2 (eV/Å):
C -1.0 -0.8 -0.7
C 1.5 1.8 1.0

Output
Multiplicity = 2
Expectation value of S² = 0.7559
Orbital gap (alpha / beta) = 8.3 / 6.9 eV
Total charge = 0
LUMO (alpha / beta) = -0.4 / -1.8 eV
E = -5453.94125 a.u.

---

# 2
The following is a DFT calculation (wB97M-V/def2-TZVPD) of a cluster of 17 separate species, C2H37NO17 in total in a non-equilibrium geometry.

Each line ends with the Mulliken charge.
Geometry (Å):
1 O -1.060 3.074 -2.689  -0.548
2 C -1.783 2.188 -2.239  -0.583
3 C -1.070 0.854 -2.030  -0.412
4 N -0.847 0.619 -0.603  1.253
5 H -2.826 2.363 -2.137  0.484
6 H -1.855 0.110 -2.475  0.315
7 H -0.248 0.747 -2.756  0.303
8 H -0.313 1.325 -0.033  -0.318
9 H -0.253 -0.209 -0.509  -0.237
10 H 0.321 0.922 3.278  0.332
11 H 0.036 2.284 3.109  0.334
12 O 0.536 1.730 3.746  -0.713
13 H -1.962 -2.582 2.780  0.268
14 H -0.594 -1.815 2.224  0.291
15 O -1.332 -1.892 2.814  -0.616
16 H -0.382 -2.055 -4.055  0.291
17 H -0.970 -1.942 -2.687  0.432
18 O -0.363 -1.481 -3.274  -0.640
19 H 1.963 0.945 2.520  0.336
20 H 2.614 -0.042 3.381  0.345
21 O 2.310 0.044 2.448  -0.550
22 H 3.371 0.122 0.807  0.322
23 H 3.078 1.326 -0.155  0.268
24 O 3.260 0.391 -0.114  -0.784
25 H 1.855 2.620 0.368  0.199
26 H 1.666 3.028 1.793  0.242
27 O 1.614 2.229 1.212  -0.458
28 H 1.603 -3.933 0.447  0.392
29 H 1.538 -3.141 -0.766  0.378
30 O 1.643 -4.092 -0.525  -0.833
31 H -3.081 0.322 -0.421  0.280
32 H -3.858 -0.277 0.531  0.376
33 O -3.935 -0.122 -0.444  -0.710
34 H -0.467 -4.306 1.515  0.247
35 H -0.316 -4.549 -0.070  0.430
36 O -0.920 -4.453 0.709  -0.681
37 H 1.598 1.677 -2.974  0.332
38 H 0.695 3.008 -3.266  0.433
39 O 1.572 2.627 -3.136  -0.675
40 H 2.627 3.407 -1.602  0.378
41 H 1.240 3.993 -1.114  0.351
42 O 2.170 3.832 -0.875  -0.731
43 H -1.827 -3.098 -0.743  0.344
44 H -2.402 -1.700 -1.205  0.354
45 O -2.049 -2.544 -1.501  -0.772
46 H -1.579 2.921 -0.032  0.281
47 H -1.680 2.628 1.464  0.294
48 O -1.504 3.386 0.826  -0.704
49 H 1.959 -0.679 -0.681  0.403
50 H 0.999 -1.132 -1.790  0.199
51 O 1.278 -1.323 -0.894  -0.516
52 H -1.520 -0.327 1.666  0.340
53 H -2.570 -0.089 2.751  0.265
54 O -2.227 0.277 1.946  -0.520
55 H 1.521 -2.643 2.567  0.248
56 H 1.611 -1.969 1.177  0.213
57 O 1.112 -2.603 1.715  -0.551

Forces on atoms 1 to 2 (eV/Å):
O -1.5 0.3 0.4
C 3.8 0.2 -1.5

Output
Orbital gap = 10.2 eV
Total charge = 0
Energy relative to the best compared isomer or geometry (same formula, charge and spin) = 94.3 kJ/mol
LUMO = -0.2 eV
E = -1432.18893 a.u.

---

# 3
The following is a DFT calculation (wB97M-V/def2-TZVPD) of an isolated molecule of C12H17N2OP in a non-equilibrium geometry.

Each line ends with the Mulliken charge.
Geometry (Å):
1 C -1.565 -2.288 2.290  -1.440
2 C -0.642 -1.112 2.486  0.108
3 C -1.174 0.298 3.070  -0.442
4 N -1.088 0.041 1.601  -0.225
5 P 0.322 0.658 0.873  0.755
6 O 1.462 0.811 1.792  -0.817
7 C 0.810 -0.554 -0.418  -0.323
8 C -0.046 -1.427 -0.975  0.046
9 C 0.356 -2.396 -1.845  -0.794
10 C 1.643 -2.371 -2.422  -0.201
11 C 2.503 -1.361 -2.029  -0.779
12 C 2.109 -0.575 -0.906  0.007
13 N -0.125 2.171 0.299  -0.247
14 C 0.804 3.051 -0.303  -0.405
15 C -0.225 2.242 -1.206  0.446
16 C -1.536 2.711 -1.785  -1.472
17 H -1.915 -2.651 3.290  0.344
18 H -2.414 -2.026 1.693  0.401
19 H -1.124 -2.985 1.491  0.313
20 H 0.397 -1.435 2.581  0.459
21 H -0.572 0.952 3.700  0.298
22 H -2.211 0.179 3.534  0.280
23 H -1.028 -1.364 -0.531  0.635
24 H -0.430 -3.029 -2.179  0.389
25 H 2.057 -3.187 -3.166  0.247
26 H 3.483 -1.322 -2.332  0.480
27 H 2.873 0.177 -0.523  0.235
28 H 1.925 2.806 -0.302  0.175
29 H 0.639 4.123 -0.226  0.286
30 H 0.231 1.363 -1.789  0.212
31 H -1.383 3.721 -2.223  0.344
32 H -1.764 1.967 -2.497  0.374
33 H -2.373 2.810 -1.044  0.313

Forces on atoms 1 to 2 (eV/Å):
C 0.2 -0.6 -0.3
C -1.8 1.9 0.1

Output
Orbital gap = 10.3 eV
SMILES string = C[C@@H]1CN1[P@@](=O)(c1ccccc1)N1C[C@@H]1C
Total charge = 0
Energy relative to the best compared isomer or geometry (same formula, charge and spin) = 141.3 kJ/mol
LUMO = 0.8 eV
E = -993.47764 a.u.